one.
Entry from the Open Molecules 2025 dataset: a 2-piece molecular cluster, CHClO2PS overall (the ωB97M-V functional and the def2-TZVPD basis).

```
! RIJCOSX wB97M-V def2-TZVPD def2/J DEFGRID3
* xyz -1 1
C 1.5332 -1.2257 -0.1637
O -1.7366 -1.8630 0.4109
O 1.8123 -1.7514 -1.1543
P -1.4698 -0.4081 0.3656
S 1.4609 -0.3803 1.0589
Cl -3.0588 0.5644 -0.5871
H -0.6872 -0.2842 -0.7753
*
```

The value obtained for the orbital gap is 6.01 eV.



two.
Entry from the Open Molecules 2025 dataset: CHClO2PS as an isolated structure (the ωB97M-V functional and the def2-TZVPD basis).

```
! RIJCOSX wB97M-V def2-TZVPD def2/J DEFGRID3
* xyz -1 1
C -0.3117 0.0494 -1.0116
O 0.0977 -1.4341 1.3207
O -0.7787 1.1149 1.2304
P 0.0879 -0.1053 0.7079
S -1.2645 -1.2003 -1.4745
Cl 2.0523 0.6081 0.6624
H 0.1170 0.9674 -1.4353
*
```

The value obtained for the orbital gap is 7.85 eV.



Pick two: it beats the second-best structure by 0.0406 hartree.



one.
Entry from the Open Molecules 2025 dataset: one molecule with the formula C4H11N2 (the ωB97M-V functional and the def2-TZVPD basis).

```
! RIJCOSX wB97M-V def2-TZVPD def2/J DEFGRID3
* xyz 0 2
C 0.1488 0.6629 1.5472
C 0.8519 0.8359 0.2154
C -0.0358 0.6600 -1.0254
C -0.4955 -1.1507 -2.4078
N -0.3617 -0.7389 -1.2359
N -0.3191 -0.7495 1.7932
H -0.7184 1.3101 1.6073
H 0.8424 0.8792 2.3495
H 1.2834 1.8394 0.1719
H 1.6881 0.1439 0.1369
H -0.9550 1.2476 -0.8960
H 0.4594 1.1003 -1.8940
H -0.3546 -0.5416 -3.3027
H -0.7232 -2.2036 -2.5881
H -0.5532 -0.9085 2.8205
H -1.1628 -0.9566 1.2263
H 0.4055 -1.4299 1.4816
*
```

As for the expectation value of S²: 0.751. The value obtained for the orbital gap (alpha / beta) is 4.15 / 11.13 eV.



two.
Entry from the Open Molecules 2025 dataset: one molecule with the formula C4H11N2 (the ωB97M-V functional and the def2-TZVPD basis).

```
! RIJCOSX wB97M-V def2-TZVPD def2/J DEFGRID3
* xyz 0 2
C 0.1619 0.0806 -2.2332
C -0.1972 0.8818 -1.0197
C -0.3267 -0.0853 0.1627
C -0.0924 0.1000 1.4747
N 1.4560 0.1196 1.8488
N -1.3009 -0.9898 -0.0648
H 0.1795 0.6503 -3.1661
H 0.9198 -0.7248 -2.2808
H -0.8224 -0.4153 -2.4696
H 0.5443 1.7130 -0.9683
H -1.2259 1.2834 -0.9977
H -0.5989 0.5035 2.3556
H 1.6980 -0.2264 0.8981
H 1.8268 -0.4986 2.4910
H 2.0052 0.9691 1.7974
H -1.6084 -1.1914 -0.9832
H -1.2773 -1.8337 0.5279
*
```

As for the expectation value of S²: 0.756. The value obtained for the orbital gap (alpha / beta) is 5.60 / 6.85 eV.



Pick one: it beats the second-best structure by 0.0590 hartree.



one.
Entry from the Open Molecules 2025 dataset: one molecule with the formula C20H22O5 (the ωB97M-V functional and the def2-TZVPD basis).

```
! RIJCOSX wB97M-V def2-TZVPD def2/J DEFGRID3
* xyz 0 1
C -1.9655 5.6953 3.1959
C -1.6176 4.5633 3.7765
C -0.2216 4.2251 4.2101
C 0.2570 3.0121 3.4575
C 0.0883 1.7347 3.9648
C 0.4876 0.6309 3.2327
C 1.0639 0.7591 1.9752
O 1.4653 -0.3104 1.2056
C 1.0624 -1.6148 1.5515
C -0.4322 -1.8550 1.3154
C -0.7761 -1.7194 -0.1645
O -0.2031 -2.8221 -0.8414
C -0.3459 -2.9256 -2.1818
C -1.0192 -2.0092 -2.9884
C -1.1086 -2.2219 -4.3502
C -0.5320 -3.3466 -4.9320
C -0.6151 -3.6059 -6.3787
O -0.1322 -4.5608 -6.9383
O -1.2972 -2.6636 -7.0566
C 0.1453 -4.2621 -4.1226
C 0.2379 -4.0552 -2.7681
C 1.2613 2.0536 1.4603
O 1.8083 2.3833 0.2533
C 2.5846 1.4593 -0.4755
C 0.8452 3.1479 2.2112
H -2.9790 5.8934 2.8907
H -1.2498 6.4785 3.0059
H -2.3516 3.7876 3.9530
H 0.4388 5.0717 4.0188
H -0.2207 4.0119 5.2822
H -0.3578 1.5888 4.9375
H 0.3424 -0.3480 3.6613
H 1.3343 -1.8552 2.5863
H 1.6384 -2.2611 0.8841
H -0.6863 -2.8603 1.6515
H -1.0216 -1.1297 1.8776
H -0.3675 -0.7768 -0.5514
H -1.8658 -1.7180 -0.3006
H -1.4766 -1.1296 -2.5637
H -1.6309 -1.5117 -4.9718
H -1.3141 -2.8957 -7.9978
H 0.5893 -5.1304 -4.5845
H 0.7552 -4.7522 -2.1280
H 1.9714 0.6844 -0.9410
H 3.3434 0.9867 0.1512
H 3.0715 2.0480 -1.2536
H 0.9962 4.1254 1.7802
*
```

The value obtained for the orbital gap is 8.81 eV.



two.
Entry from the Open Molecules 2025 dataset: one molecule with the formula C20H22O5 (the ωB97M-V functional and the def2-TZVPD basis).

```
! RIJCOSX wB97M-V def2-TZVPD def2/J DEFGRID3
* xyz 0 1
C -3.1252 -0.4621 -0.1442
C -2.5975 0.1161 1.2170
C -3.6923 -0.0997 2.2669
O -4.5724 0.7144 2.4664
C -3.3320 -1.2407 3.1848
C -2.0481 -1.7994 2.5495
C -1.3910 -0.6422 1.8186
C -0.2644 -0.7127 0.8016
C -0.0055 0.3974 -0.0138
C -0.9474 1.6055 0.0305
C -2.0986 1.5577 1.0447
O -3.1752 2.4033 0.6592
C 1.1085 0.3547 -1.0880
C 0.5485 0.0937 -2.5018
C 1.8861 1.7079 -1.1479
C 3.1947 1.6919 -2.0063
C 4.1199 0.4340 -1.8398
O 4.4024 -0.0912 -3.1439
C 3.5191 -0.6453 -1.0386
C 4.0791 -1.7176 -0.4284
O 3.1122 -2.4377 0.2499
C 1.9609 -1.7442 0.0994
C 2.1509 -0.6710 -0.6837
C 0.6403 -1.8953 0.7438
O 0.3891 -2.9933 1.2982
H -4.0973 -0.0305 -0.4484
H -2.4119 -0.2867 -0.9726
H -3.1792 -1.5385 -0.0790
H -4.0998 -2.0176 3.1431
H -3.2009 -0.8492 4.1822
H -2.2972 -2.6103 1.8962
H -1.3860 -2.1523 3.3143
H -0.9571 -0.0501 2.6339
H -1.4078 1.6437 -0.9696
H -0.3663 2.4982 0.2040
H -1.6982 1.9320 2.0239
H -3.9229 2.2659 1.2355
H -0.2183 0.8193 -2.8339
H 0.0870 -0.8906 -2.5542
H 1.3763 0.1217 -3.2358
H 1.2367 2.5016 -1.5756
H 2.1957 1.9630 -0.1405
H 3.7554 2.5826 -1.7613
H 2.9461 1.8357 -3.0650
H 5.0890 0.7379 -1.3884
H 3.5884 -0.4311 -3.5255
H 5.1060 -1.9686 -0.4773
*
```

The value obtained for the orbital gap is 8.88 eV.



Pick one: it beats the second-best structure by 0.0123 hartree.



one.
Entry from the Open Molecules 2025 dataset: one molecule with the formula C9H12O3 (the ωB97M-V functional and the def2-TZVPD basis).

```
! RIJCOSX wB97M-V def2-TZVPD def2/J DEFGRID3
* xyz 0 1
C 0.7390 -0.4523 -3.9016
O -0.3454 -0.6818 -2.9984
C -0.0639 -0.3419 -1.7125
C 1.1791 0.1963 -1.1940
C 1.1152 0.6041 0.1396
C 0.0928 0.4533 1.0714
O 0.0828 0.5186 2.4618
C 1.2679 1.0762 3.1063
C -1.0852 -0.1020 0.4798
C -2.2848 -0.4147 1.2701
O -2.0850 -1.4787 2.1563
C -1.0934 -0.5565 -0.8605
H 1.4491 -1.3601 -3.8616
H 1.2793 0.4868 -3.8426
H 0.2565 -0.6449 -4.8890
H 2.1906 0.3104 -1.7321
H 2.0585 1.0781 0.4762
H 2.0446 0.3468 3.1242
H 1.0204 1.3568 4.1042
H 1.3672 1.9344 2.4316
H -2.5584 0.5378 1.8834
H -3.0857 -0.8767 0.6638
H -1.5578 -1.0479 2.8269
H -1.9834 -0.9419 -1.2033
*
```

The value obtained for the orbital gap is 8.82 eV.



two.
Entry from the Open Molecules 2025 dataset: one molecule with the formula C9H12O3 (the ωB97M-V functional and the def2-TZVPD basis).

```
! RIJCOSX wB97M-V def2-TZVPD def2/J DEFGRID3
* xyz 0 1
C -0.9773 2.7456 2.4128
O 0.1825 1.9172 2.2684
C 0.0897 0.9932 1.2211
C -1.0017 1.0127 0.3267
C -0.8894 0.2135 -0.8481
O -1.7905 0.2831 -1.8417
C -1.9886 -0.8888 -2.6890
C 0.0448 -0.8351 -0.8272
C 1.1437 -0.8825 0.1594
O 2.2041 -1.6928 0.0979
C 2.2004 -2.6114 -0.9237
C 1.1398 0.0408 1.1828
H -1.0472 3.3693 1.5817
H -1.9612 2.1742 2.4018
H -0.7029 3.3160 3.3310
H -1.7199 1.8765 0.3670
H -2.9624 -0.6391 -3.1062
H -2.0797 -1.8834 -2.2760
H -1.2617 -0.7469 -3.5962
H -0.0152 -1.6230 -1.5251
H 1.2174 -3.1983 -0.9781
H 3.0031 -3.4476 -0.6699
H 2.4209 -2.0935 -1.8536
H 1.7713 0.1078 2.0379
*
```

The value obtained for the orbital gap is 8.96 eV.



Pick one: it beats the second-best structure by 0.0028 hartree.